(1)
119
Properties=species:S:1:pos:R:3:forces:R:3 method="wB97M-V/def2-TZVPD" homo_lumo_gap_ev=5.5 charge=-1
Sr 0.0034 -2.6041 -0.1354 -0.2 0.9 1.8
C -4.0440 3.7321 1.0723 0.0 0.0 0.0
C -4.8056 2.7879 0.1405 0.0 0.0 0.0
C -5.0309 3.5029 -1.2001 0.0 0.0 0.0
C -6.1609 2.4681 0.7874 0.0 0.0 0.0
C -4.0368 1.4975 -0.1104 0.2 0.2 0.2
C -2.8054 1.2664 0.3784 -0.1 0.2 0.0
C -2.1386 0.0090 0.1385 0.2 0.0 -0.1
N -0.9658 -0.3262 0.5531 -0.4 0.1 0.2
C -0.1107 0.4296 1.3283 -0.1 0.0 -0.1
C 0.1518 1.7889 1.1223 0.0 0.2 0.2
C 0.9273 2.4961 2.0172 -0.1 0.0 -0.2
C 1.3245 1.8045 3.1785 0.0 -0.2 0.1
C 1.0968 0.4688 3.4344 0.0 0.1 0.1
C 0.4859 -0.3386 2.3993 0.0 -0.2 0.1
O 0.3909 -1.6001 2.4263 0.0 0.1 -0.1
C 1.4462 -0.0549 4.8390 0.0 0.0 0.0
C 2.9509 0.0769 5.1064 0.0 0.0 0.0
C 1.0470 -1.5109 5.1019 0.0 0.0 0.0
C 0.6849 0.7989 5.8713 0.0 0.0 0.0
C 1.2562 3.9781 1.8676 0.0 0.0 0.0
C 0.8543 4.5131 0.4921 0.0 0.0 0.0
C 2.7614 4.2216 2.0517 0.0 0.0 0.0
C 0.4933 4.7744 2.9373 0.0 0.0 0.0
C -2.9074 -1.1027 -0.5113 0.0 -0.1 0.1
O -2.5042 -2.2584 -0.4441 -0.2 0.3 0.0
C -4.1851 -0.7524 -1.1593 -0.1 0.1 -0.1
C -4.6761 0.4825 -0.9290 0.0 -0.3 -0.2
C -4.8890 -1.7953 -2.0191 -0.1 0.0 0.0
C -6.1255 -1.2006 -2.6990 0.0 0.0 0.0
C -3.9340 -2.2932 -3.1159 0.0 0.0 0.0
C -5.3471 -2.9749 -1.1466 0.0 0.0 0.0
H -4.6433 4.6252 1.2597 0.0 0.0 0.0
H -3.0974 4.0517 0.6318 0.0 0.0 0.0
H -3.8318 3.2586 2.0323 0.0 0.0 0.0
H -5.5778 4.4356 -1.0411 0.0 0.0 0.0
H -5.6089 2.8904 -1.8932 0.0 0.0 0.0
H -4.0759 3.7382 -1.6726 0.0 0.0 0.0
H -6.7068 3.3937 0.9839 0.0 0.0 0.0
H -6.0205 1.9457 1.7353 0.0 0.0 0.0
H -6.7849 1.8435 0.1464 0.0 0.0 0.0
H -2.2888 1.9839 0.9977 -0.1 0.0 0.0
H -0.2496 2.2516 0.2289 0.0 0.0 0.0
H 1.8396 2.3763 3.9440 0.0 0.0 0.0
H 3.5138 -0.5589 4.4249 0.0 0.0 0.0
H 3.1803 -0.2307 6.1312 0.0 0.0 0.0
H 3.3006 1.1031 4.9729 0.0 0.0 0.0
H 1.5774 -2.2070 4.4589 0.0 0.0 0.0
H -0.0174 -1.6691 4.9324 0.0 0.0 0.0
H 1.2732 -1.7465 6.1469 0.0 0.0 0.0
H 0.9576 1.8537 5.8137 0.0 0.0 0.0
H 0.9055 0.4471 6.8830 0.0 0.0 0.0
H -0.3919 0.7210 5.7084 0.0 0.0 0.0
H 1.3350 3.9501 -0.3108 0.0 0.0 0.0
H 1.1545 5.5594 0.3995 0.0 0.0 0.0
H -0.2265 4.4628 0.3424 0.0 0.0 0.0
H 3.3319 3.7202 1.2701 0.0 -0.1 0.0
H 3.1148 3.8441 3.0124 0.0 0.0 0.0
H 2.9826 5.2918 2.0067 0.0 0.0 0.0
H -0.5820 4.6125 2.8376 0.0 0.0 0.0
H 0.6946 5.8454 2.8399 0.0 0.0 0.0
H 0.7858 4.4641 3.9419 0.0 0.0 0.0
H -5.6294 0.7506 -1.3648 0.0 0.0 0.0
H -5.8688 -0.3308 -3.3085 0.0 0.0 0.0
H -6.8885 -0.9064 -1.9736 0.0 0.0 0.0
H -6.5679 -1.9509 -3.3562 0.0 0.0 0.0
H -3.5606 -1.4503 -3.7020 0.0 0.0 0.0
H -4.4716 -2.9685 -3.7864 0.0 0.0 0.0
H -3.0732 -2.8187 -2.7074 0.0 0.0 0.0
H -6.0534 -2.6373 -0.3837 0.0 0.0 0.0
H -4.5024 -3.4552 -0.6599 0.0 0.0 0.0
H -5.8497 -3.7165 -1.7725 0.0 0.0 0.0
C 0.5383 -3.0597 -8.9731 0.0 0.0 0.0
C 0.4686 -2.7778 -7.4969 0.0 0.0 0.0
C -0.6643 -2.1969 -6.9340 0.0 0.0 0.0
C -0.7476 -1.9721 -5.5690 -0.1 0.0 0.0
C 0.3130 -2.3223 -4.7497 0.0 0.0 0.1
C 1.4543 -2.8928 -5.2924 0.1 0.0 0.0
C 1.5270 -3.1167 -6.6583 0.0 0.0 0.0
S 0.1723 -2.1473 -2.9844 0.0 -0.2 -0.4
O -0.7794 -1.0738 -2.7376 -0.1 -0.1 -0.1
O 1.5266 -1.8445 -2.5086 0.0 0.0 0.0
N -0.3916 -3.4622 -2.3777 -0.1 0.2 -0.6
C 0.5174 -4.5979 -2.1794 0.1 -0.3 -0.3
C 0.2015 -5.4376 -0.8897 0.0 -0.5 -0.5
O -0.0578 -6.6277 -1.0604 0.1 0.1 0.0
O 0.2808 -4.8240 0.2275 0.0 -0.7 0.0
H -0.1245 -2.3992 -9.5326 0.0 0.0 0.0
H 0.2373 -4.0883 -9.1857 0.0 0.0 0.0
H 1.5522 -2.9292 -9.3528 0.0 0.0 0.0
H -1.4937 -1.9164 -7.5738 0.0 0.0 0.0
H -1.6263 -1.5204 -5.1275 0.0 0.0 0.0
H 2.2816 -3.1461 -4.6421 0.0 0.0 0.0
H 2.4220 -3.5603 -7.0805 0.0 0.0 0.0
H 1.5610 -4.2579 -2.0998 0.0 -0.1 0.0
H 0.4381 -5.2787 -3.0292 0.1 -0.1 0.1
C 7.2942 1.1364 3.1605 0.0 0.0 0.0
C 6.1754 0.5470 2.3487 0.0 0.0 0.0
C 5.6390 -0.6901 2.6707 0.0 0.0 0.0
C 4.5666 -1.2345 1.9723 0.0 0.1 -0.1
C 3.9961 -2.5458 2.4212 -0.1 0.0 0.0
C 4.0397 -0.5029 0.8897 0.1 0.0 0.1
C 2.8919 -0.9911 0.1205 -0.1 0.0 -0.2
O 2.3232 -2.0489 0.3078 0.7 0.2 0.2
C 4.5840 0.7463 0.5359 0.0 -0.1 0.1
C 4.0466 1.5504 -0.6200 0.0 0.1 0.0
C 5.6387 1.2524 1.2768 0.0 0.0 0.0
H 7.7972 0.3730 3.7532 0.0 0.0 0.0
H 6.9061 1.8919 3.8480 0.0 0.0 0.0
H 8.0330 1.6222 2.5219 0.0 0.0 0.0
H 6.0488 -1.2433 3.5090 0.0 0.0 0.0
H 4.5459 -2.9143 3.2878 0.0 0.0 0.0
H 4.0304 -3.2928 1.6288 0.0 0.0 0.0
H 2.9397 -2.4364 2.6766 0.0 0.0 0.0
H 2.5336 -0.3391 -0.6888 0.0 0.0 0.0
H 3.0127 1.8530 -0.4381 0.0 0.0 0.0
H 4.0632 0.9884 -1.5544 0.0 0.0 0.0
H 4.6452 2.4506 -0.7572 0.0 0.0 0.0
H 6.0561 2.2187 1.0129 0.0 0.0 0.0


(2)
42
Properties=species:S:1:pos:R:3:forces:R:3 method="wB97M-V/def2-TZVPD" homo_lumo_gap_ev=7.0 relative_energy_kj_mol=0.00
Pt -0.1049 -1.3467 -0.4285 -0.1 -0.1 0.2
N -0.7040 0.2876 0.8542 0.0 -0.3 0.2
C -1.9208 0.9973 0.4120 0.0 0.0 0.0
C -2.6917 1.6547 1.5580 -0.1 0.0 0.0
C -2.0250 2.7911 2.3432 0.0 0.0 0.0
C -1.8856 4.1575 1.6523 0.0 0.0 0.0
N -0.5602 4.3657 1.0623 0.0 0.0 0.0
C -0.2635 4.7805 -0.1642 0.0 0.1 0.1
N -1.2049 4.9998 -1.0734 0.0 -0.1 -0.1
N 1.0305 5.0705 -0.4504 0.0 0.0 0.0
C -1.5246 2.0361 -0.6404 0.0 0.0 -0.1
O -2.4784 2.7361 -1.0787 0.0 0.0 0.0
O -0.3126 2.1598 -0.9045 0.0 0.1 0.0
H -0.8541 -0.1478 1.7605 0.0 0.1 0.0
H 0.0577 0.9538 0.9232 0.0 0.1 -0.1
H -2.5824 0.2608 -0.0442 0.0 0.1 0.0
H -2.9604 0.8705 2.2723 0.0 0.0 0.0
H -3.6270 2.0243 1.1356 0.0 0.0 0.0
H -1.0494 2.4797 2.7367 0.0 0.0 0.0
H -2.6435 2.9550 3.2277 0.0 0.0 0.0
H -2.0356 4.9464 2.3917 0.0 0.0 0.0
H -2.6360 4.2753 0.8759 0.0 0.0 0.0
H 0.2187 4.0912 1.6381 0.0 0.0 0.0
H -1.8905 4.1841 -1.1787 0.0 0.0 0.0
H -0.8513 5.3354 -1.9567 0.0 0.0 0.0
H 1.7209 4.8670 0.2535 0.0 0.0 0.0
H 1.3211 4.8231 -1.3839 0.0 0.0 0.0
F -1.2795 -2.1632 2.0978 0.0 0.1 0.0
C -1.3773 -2.4849 0.7513 0.1 -0.1 0.0
F -1.2340 -3.8326 0.7370 0.0 0.0 0.0
F -2.6916 -2.2612 0.4638 0.0 0.0 0.0
O 1.8743 0.2168 -2.1507 0.1 0.1 0.0
C 1.1191 -0.3289 -1.5151 0.0 0.0 -0.2
Te 0.3693 -3.4770 -1.7967 0.0 0.1 0.0
C 1.3009 -2.6771 -3.5033 0.0 0.0 0.0
C 2.6183 -2.7660 -3.8559 0.0 0.0 0.0
C 2.9143 -2.1252 -5.0900 0.0 0.0 0.0
C 1.8115 -1.5584 -5.6554 0.1 0.0 0.0
S 0.4215 -1.8092 -4.6956 0.0 -0.1 0.0
H 3.3530 -3.2669 -3.2414 0.0 0.0 0.0
H 3.8989 -2.0869 -5.5334 0.0 0.0 0.0
H 1.7541 -1.0124 -6.5835 0.0 0.0 0.0


(3)
21
Properties=species:S:1:pos:R:3:forces:R:3 method="wB97M-V/def2-TZVPD" smiles="COC(=O)c1ccc(SC)cn1" homo_lumo_gap_ev=8.8 relative_energy_kj_mol=75.45
C -3.4627 -2.3704 0.8935 -1.6 0.4 -0.5
C -1.3466 -1.5008 1.1742 1.0 0.9 0.5
C -0.1811 -0.9212 0.4189 1.5 2.3 0.8
C -0.2491 -0.5608 -0.8918 -1.4 -0.3 -2.5
C 0.7290 0.1942 -1.5539 0.9 0.1 0.5
C 1.8418 0.6205 -0.7829 -1.6 -0.6 -0.9
C 2.5313 3.2668 -0.6243 -0.1 0.8 -1.1
C 1.8818 0.1512 0.5546 0.5 0.9 -1.4
H -4.1875 -2.6645 0.1151 0.7 0.0 0.0
H -3.9850 -1.6094 1.4730 0.2 -0.1 0.3
H -3.2391 -3.2226 1.5107 0.3 -0.2 0.2
H -1.1524 -0.8039 -1.4850 0.7 -0.1 0.5
H 0.6234 0.3892 -2.6539 0.2 0.1 1.4
H 3.0089 4.1183 -1.1778 -0.3 -0.8 0.6
H 2.6906 3.3335 0.4350 0.5 -0.2 0.4
H 1.4782 3.3053 -0.8113 -0.7 0.5 0.1
H 2.8234 0.3142 1.0805 -0.4 0.2 0.5
N 0.8784 -0.4414 1.1256 -0.6 -2.2 1.1
O -2.3184 -1.7869 0.2818 0.0 -0.7 1.0
O -1.3756 -1.5679 2.3833 -0.6 -0.5 -1.5
S 3.0107 1.7565 -1.4655 0.9 -0.6 0.0


(4)
13
Properties=species:S:1:pos:R:3:forces:R:3 method="wB97M-V/def2-TZVPD" homo_lumo_gap_ev=8.2 relative_energy_kj_mol=606.40
C 1.0803 0.1114 0.1009 4.2 -1.7 0.0
C 0.5833 1.3004 0.2027 2.0 4.2 -0.7
C -1.0905 0.0990 -0.0096 -1.7 1.0 1.4
C -2.3813 -0.4719 0.1672 -8.6 4.6 -0.4
C -0.0456 -0.6848 0.0820 1.6 -0.9 -0.5
H 2.1118 -1.1940 -0.6729 2.9 2.2 0.6
H 3.0772 0.3942 -0.6149 -1.0 -1.1 0.0
H 1.0308 2.1849 -0.0789 1.6 1.9 0.3
H -2.6245 -1.4765 1.2830 0.7 2.7 -3.8
H -0.1107 -1.7047 -0.0493 -0.1 -2.1 0.1
N 2.4890 -0.3110 -0.1275 -3.7 -1.9 -0.4
O -0.6923 1.4650 0.1015 -4.0 -3.3 -0.2
O -3.4276 0.2879 -0.3842 6.1 -5.6 3.7


(5)
13
Properties=species:S:1:pos:R:3:forces:R:3 method="wB97M-V/def2-TZVPD" homo_lumo_gap_ev=9.5 relative_energy_kj_mol=348.34
C 0.7689 0.0155 -0.0086 3.1 0.2 0.5
C -1.5126 0.1200 0.4296 1.3 0.4 -0.2
C 2.3340 -0.2777 -0.2734 -2.6 -0.9 -2.1
N 0.4489 1.2696 0.0022 -1.0 0.2 0.2
N -1.0317 1.3202 0.0162 1.6 -0.4 0.3
O -0.0521 -0.9681 0.0924 -1.1 0.6 -0.3
S -3.0339 -0.3816 -0.1664 -0.6 -0.9 0.1
H -1.2713 -0.0301 1.4390 -0.3 -0.5 1.4
H 3.0456 -0.6134 0.5152 -0.8 1.2 -0.2
H 2.5805 0.5412 -1.0349 0.5 -1.2 1.6
H 2.1695 -1.2391 -0.8526 0.6 1.0 0.2
H -1.3117 1.6502 -0.8750 -0.5 0.2 -1.0
H -3.1342 -1.4067 0.7163 -0.1 0.3 -0.3


(6)
16
Properties=species:S:1:pos:R:3:forces:R:3 method="wB97M-V/def2-TZVPD" smiles=CC1(C)CCO1 homo_lumo_gap_ev=10.5 relative_energy_kj_mol=119.49
C -1.1529 -1.1993 -0.1513 0.2 0.2 -0.2
C -0.2668 0.0466 -0.0582 0.2 0.6 -0.8
C -1.0321 1.3412 0.0766 -0.4 0.4 -0.2
C 0.9847 -0.1008 0.8076 0.2 0.0 0.1
C 1.7547 -0.1053 -0.5072 0.6 -0.4 0.3
O 0.6287 0.2653 -1.2985 -1.1 -0.6 1.4
H -1.9066 -1.0766 -0.9351 0.1 0.0 0.0
H -1.6848 -1.4305 0.7883 0.3 0.4 -0.2
H -0.5280 -2.0622 -0.3903 -0.1 0.0 -0.1
H -1.1241 1.7175 -0.9308 -0.3 0.1 -0.4
H -0.5521 2.1491 0.6248 0.4 -0.3 0.2
H -2.0314 1.2549 0.4767 -0.3 -0.3 0.2
H 1.0675 -1.0216 1.3879 -0.1 0.1 0.0
H 1.1573 0.7681 1.4488 0.0 -0.2 -0.1
H 2.0744 -1.1155 -0.7616 0.3 -0.1 -0.1
H 2.6115 0.5690 -0.5778 -0.1 0.1 -0.2


Please write out number 3 again, unchanged.
21
Properties=species:S:1:pos:R:3:forces:R:3 method="wB97M-V/def2-TZVPD" smiles="COC(=O)c1ccc(SC)cn1" homo_lumo_gap_ev=8.8 relative_energy_kj_mol=75.45
C -3.4627 -2.3704 0.8935 -1.6 0.4 -0.5
C -1.3466 -1.5008 1.1742 1.0 0.9 0.5
C -0.1811 -0.9212 0.4189 1.5 2.3 0.8
C -0.2491 -0.5608 -0.8918 -1.4 -0.3 -2.5
C 0.7290 0.1942 -1.5539 0.9 0.1 0.5
C 1.8418 0.6205 -0.7829 -1.6 -0.6 -0.9
C 2.5313 3.2668 -0.6243 -0.1 0.8 -1.1
C 1.8818 0.1512 0.5546 0.5 0.9 -1.4
H -4.1875 -2.6645 0.1151 0.7 0.0 0.0
H -3.9850 -1.6094 1.4730 0.2 -0.1 0.3
H -3.2391 -3.2226 1.5107 0.3 -0.2 0.2
H -1.1524 -0.8039 -1.4850 0.7 -0.1 0.5
H 0.6234 0.3892 -2.6539 0.2 0.1 1.4
H 3.0089 4.1183 -1.1778 -0.3 -0.8 0.6
H 2.6906 3.3335 0.4350 0.5 -0.2 0.4
H 1.4782 3.3053 -0.8113 -0.7 0.5 0.1
H 2.8234 0.3142 1.0805 -0.4 0.2 0.5
N 0.8784 -0.4414 1.1256 -0.6 -2.2 1.1
O -2.3184 -1.7869 0.2818 0.0 -0.7 1.0
O -1.3756 -1.5679 2.3833 -0.6 -0.5 -1.5
S 3.0107 1.7565 -1.4655 0.9 -0.6 0.0